Record 1
{
  "formula": "C25H16N3O8PdS4",
  "method": "ωB97M-V/def2-TZVPD",
  "species": ["Pd", "O", "C", "O", "C", "C", "N", "N", "C", "C", "O", "O", "H", "H", "H", "O", "S", "O", "N", "C", "O", "C", "C", "C", "C", "C", "C", "H", "H", "H", "H", "O", "C", "C", "C", "C", "C", "S", "C", "C", "C", "C", "S", "C", "C", "C", "C", "S", "H", "H", "H", "H", "H", "H", "H", "H", "H"],
  "positions_angstrom": [[0.426, 0.052, 0.328], [0.439, 1.126, 5.968], [-0.791, 1.093, 5.500], [-1.768, 1.217, 6.188], [-0.958, 0.905, 4.024], [-2.198, 0.849, 3.396], [-1.989, 0.680, 2.086], [-0.684, 0.647, 1.827], [-0.039, 0.756, 2.985], [1.453, 0.618, 2.904], [2.168, 0.785, 3.867], [1.868, 0.280, 1.712], [1.137, 1.004, 5.282], [-3.187, 0.928, 3.814], [-2.661, 0.546, 1.347], [-0.092, -5.627, -0.199], [-1.110, -4.850, -0.826], [-2.320, -5.462, -1.266], [-1.424, -3.486, 0.019], [-1.053, -2.393, -0.582], [-1.268, -1.219, -0.162], [-0.375, -2.649, -1.917], [0.101, -1.639, -2.863], [0.621, -2.210, -4.134], [0.607, -3.546, -4.392], [0.141, -4.449, -3.415], [-0.378, -3.975, -2.219], [-0.864, -1.158, -3.185], [0.948, -1.513, -4.893], [0.969, -3.927, -5.337], [0.171, -5.517, -3.601], [0.918, -0.693, -2.218], [1.050, 0.634, -2.859], [2.096, 0.518, -3.940], [2.269, 1.313, -5.035], [3.436, 0.974, -5.769], [4.124, -0.055, -5.206], [3.380, -0.624, -3.772], [1.610, 1.480, -1.739], [2.548, 1.066, -0.829], [3.081, 2.145, -0.069], [2.564, 3.341, -0.443], [1.411, 3.197, -1.698], [-0.300, 1.107, -3.324], [-1.313, 1.561, -2.517], [-2.524, 1.779, -3.213], [-2.419, 1.480, -4.537], [-0.860, 0.932, -4.952], [1.613, 2.128, -5.299], [3.746, 1.481, -6.669], [5.034, -0.514, -5.553], [2.927, 0.051, -0.781], [3.802, 2.015, 0.723], [2.782, 4.312, -0.028], [-1.182, 1.745, -1.459], [-3.425, 2.160, -2.760], [-3.177, 1.577, -5.296]],
  "e_lumo_ev": [-6.396, -6.397],
  "gap_ev": [5.53, 5.53],
  "charge": 1,
  "e_homo_ha": [-0.4383, -0.4383]
}

---

Record 2
{
  "formula": "Br2H2NOP",
  "method": "ωB97M-V/def2-TZVPD",
  "species": ["N", "P", "O", "Br", "Br", "H", "H"],
  "positions_angstrom": [[-0.150, -0.021, 0.334], [-0.471, -1.328, 1.284], [-0.043, -1.132, 2.654], [-2.552, -1.826, 1.239], [0.604, -3.248, 0.424], [-0.546, 0.194, -0.599], [0.831, 0.144, 0.249]],
  "e_lumo_ev": -0.382,
  "gap_ev": 10.21,
  "relative_energy_kj_mol": 32.3,
  "smiles": "NP(=O)(Br)Br",
  "e_homo_ha": -0.3892
}